Record 1
Computed, not measured: a 7-piece molecular cluster, C31H68FN14O13PS overall at a distorted geometry, with wB97M-V/def2-TZVPD.

Values from the calculation:
Kohn-Sham gap (eV): 9.69
HOMO energy (eV): -9.418

Geometry (Å):
C  -2.52  1.72  -3.95
C  -2.71  0.63  -3.49
C  -2.86  -0.68  -2.87
C  -1.59  -1.07  -2.04
C  -2.03  -1.98  -0.88
C  -1.03  -3.05  -0.31
C  -0.99  -4.07  -1.49
C  -0.34  -5.47  -1.38
N  -1.35  -6.56  -1.45
C  0.38  -2.39  0.04
C  1.43  -2.39  -1.11
C  2.14  -3.61  -1.69
O  2.49  -4.64  -0.77
C  0.37  -0.85  0.37
C  -0.64  -0.10  1.22
P  0.14  1.45  1.77
O  1.43  1.26  2.48
O  -0.93  2.06  2.82
C  -2.21  2.42  2.28
C  -3.23  2.22  3.39
O  0.22  2.40  0.48
C  1.11  3.54  0.54
C  0.85  4.49  1.70
C  1.02  -3.14  1.27
C  2.46  -2.79  1.64
C  3.08  -3.68  2.76
C  3.06  -5.16  2.45
F  3.70  -5.84  3.50
S  0.01  -3.04  2.76
O  0.13  -4.23  3.56
O  0.33  -1.83  3.47
O  -1.47  -2.92  2.16
C  -1.74  -3.65  0.95
N  -1.30  -5.04  1.23
C  -3.30  -3.70  0.88
C  -4.00  -2.54  1.47
C  -4.54  -1.51  1.77
H  -2.28  2.71  -4.26
H  -2.95  -1.42  -3.67
H  -3.77  -0.77  -2.28
H  -1.20  -0.11  -1.71
H  -0.91  -1.53  -2.75
H  -2.42  -1.34  -0.09
H  -2.90  -2.50  -1.28
H  -0.52  -3.59  -2.35
H  -2.01  -4.27  -1.81
H  0.30  -5.62  -2.26
H  0.32  -5.60  -0.53
H  -1.35  -7.11  -0.60
H  -1.11  -7.21  -2.18
H  0.99  -1.87  -1.96
H  2.21  -1.71  -0.79
H  3.05  -3.24  -2.18
H  1.56  -4.04  -2.51
H  3.26  -5.11  -1.08
H  0.40  -0.34  -0.59
H  1.37  -0.63  0.77
H  -1.04  -0.51  2.13
H  -1.47  0.26  0.62
H  -2.51  1.79  1.44
H  -2.22  3.45  1.91
H  -4.25  2.29  3.03
H  -3.03  1.23  3.81
H  -3.00  2.94  4.17
H  1.02  4.07  -0.40
H  2.13  3.15  0.62
H  1.15  5.51  1.46
H  -0.21  4.51  1.99
H  1.40  4.20  2.59
H  0.98  -4.20  1.02
H  3.14  -2.84  0.79
H  2.51  -1.77  2.03
H  4.11  -3.34  2.86
H  2.59  -3.44  3.71
H  3.64  -5.35  1.55
H  2.05  -5.54  2.38
H  -1.58  -5.26  2.18
H  -1.87  -5.64  0.65
H  -3.66  -3.90  -0.13
H  -3.63  -4.56  1.48
H  -4.88  -0.55  2.10
N  5.06  0.81  -1.96
C  3.72  0.51  -2.00
N  2.93  1.30  -1.22
O  3.28  -0.39  -2.70
H  5.45  1.54  -1.40
H  5.67  0.25  -2.53
H  1.94  1.12  -1.23
H  3.28  2.04  -0.64
N  2.75  2.66  -4.53
C  1.46  3.12  -4.60
N  1.21  3.95  -5.65
O  0.61  2.79  -3.79
H  3.47  2.92  -5.18
H  2.96  2.04  -3.77
H  0.27  4.31  -5.75
H  1.90  4.22  -6.33
N  6.10  3.70  2.73
C  4.74  3.65  2.87
N  4.16  2.46  2.54
O  4.10  4.61  3.27
H  6.65  2.92  2.41
H  6.56  4.56  2.97
H  3.15  2.37  2.64
H  4.68  1.67  2.21
N  -1.14  4.93  5.50
C  -2.15  5.75  5.08
N  -2.09  7.04  5.54
O  -3.05  5.36  4.35
H  -0.40  5.23  6.10
H  -1.15  3.98  5.17
H  -2.81  7.66  5.24
H  -1.36  7.38  6.14
N  -7.72  0.23  3.70
C  -7.45  1.23  2.81
N  -8.52  1.71  2.12
O  -6.33  1.68  2.66
H  -8.64  -0.15  3.84
H  -6.95  -0.14  4.22
H  -8.35  2.45  1.46
H  -9.46  1.37  2.23
N  3.45  2.43  -9.84
C  2.75  2.74  -8.71
N  2.18  1.69  -8.05
O  2.63  3.89  -8.32
H  3.55  1.49  -10.19
H  3.87  3.18  -10.34
H  1.65  1.89  -7.22
H  2.26  0.74  -8.36

These are the Löwdin partial charges, in e, on atoms 1 to 2: atom 1 (C): 0.106, atom 2 (C): -0.145

Record 2
Computed, not measured: a 13-piece molecular cluster, C31H75N13O13 overall at a distorted geometry, with wB97M-V/def2-TZVPD.

Values from the calculation:
Energy above the lowest of the compared OMol25 structures with the same formula, charge and spin (kcal/mol): 47.4
Kohn-Sham gap (eV): 9.53
HOMO energy (eV): -9.073

Geometry (Å):
C  2.39  5.63  -3.46
O  1.84  4.76  -2.84
N  2.80  6.78  -2.97
C  3.49  7.76  -3.81
C  2.78  6.95  -1.51
H  2.56  5.53  -4.52
H  2.99  8.74  -3.86
H  3.48  7.34  -4.82
H  4.47  7.88  -3.35
H  2.08  7.75  -1.18
H  2.38  6.04  -0.90
H  3.80  7.19  -1.14
C  5.89  -2.82  -0.43
O  6.38  -2.57  -1.51
N  4.99  -2.16  0.24
C  4.18  -2.81  1.17
C  4.40  -0.86  -0.23
H  6.13  -3.81  -0.07
H  3.14  -2.62  0.89
H  4.21  -2.51  2.17
H  4.49  -3.83  1.19
H  4.55  -0.14  0.55
H  4.90  -0.58  -1.12
H  3.37  -0.98  -0.53
C  -0.06  5.43  1.10
O  0.65  6.29  0.68
N  0.02  4.98  2.38
C  -0.75  3.88  2.79
C  1.03  5.52  3.20
H  -0.68  4.77  0.49
H  -1.40  4.03  3.66
H  -0.05  3.04  3.00
H  -1.36  3.57  1.94
H  0.56  5.74  4.18
H  1.92  4.83  3.41
H  1.43  6.48  2.78
C  -2.50  -2.63  -3.65
O  -2.10  -1.57  -4.14
N  -3.72  -3.16  -3.97
C  -3.90  -4.51  -3.66
C  -4.61  -2.42  -4.87
H  -1.86  -3.22  -3.00
H  -4.08  -4.99  -4.70
H  -4.80  -4.78  -3.04
H  -2.92  -4.82  -3.28
H  -5.62  -2.45  -4.44
H  -4.31  -1.31  -4.85
H  -4.64  -2.83  -5.90
C  -1.89  -3.91  -0.16
O  -2.88  -3.41  -0.64
N  -1.83  -4.66  0.99
C  -0.61  -4.97  1.65
C  -3.11  -5.00  1.62
H  -0.88  -3.79  -0.65
H  0.24  -4.34  1.37
H  -0.38  -6.01  1.48
H  -0.83  -4.94  2.71
H  -3.24  -4.61  2.62
H  -3.91  -4.70  0.97
H  -2.98  -6.07  1.73
O  1.21  -1.42  6.11
C  1.71  -1.42  5.00
N  1.07  -1.94  3.98
C  2.93  -0.75  4.63
H  1.25  -1.73  2.99
H  0.17  -2.37  4.18
H  2.84  0.31  4.42
H  3.34  -1.15  3.74
H  3.61  -0.93  5.46
O  -1.67  -2.85  4.22
C  -2.57  -2.32  3.56
N  -2.38  -1.88  2.32
C  -3.90  -2.06  4.13
H  -1.48  -1.98  1.95
H  -3.12  -1.44  1.81
H  -4.05  -1.01  4.22
H  -3.95  -2.63  5.05
H  -4.68  -2.47  3.47
O  1.16  -1.86  1.00
C  0.86  -0.78  0.50
N  0.53  -0.61  -0.82
C  0.79  0.53  1.31
H  0.53  -1.39  -1.55
H  -0.15  0.14  -1.03
H  1.07  0.26  2.32
H  -0.25  0.91  1.51
H  1.39  1.37  0.93
O  2.46  0.71  -3.70
C  1.34  0.75  -4.25
N  0.53  -0.32  -4.21
C  0.86  1.99  -4.96
H  0.83  -1.20  -3.82
H  -0.42  -0.28  -4.56
H  1.13  2.80  -4.30
H  -0.19  2.00  -5.06
H  1.52  2.10  -5.86
O  -4.10  -0.38  0.56
C  -4.47  -0.48  -0.58
N  -3.93  0.29  -1.55
C  -5.46  -1.57  -1.00
H  -3.14  0.87  -1.34
H  -4.16  0.27  -2.50
H  -6.47  -1.15  -0.90
H  -5.45  -2.42  -0.35
H  -5.26  -1.92  -1.97
O  1.37  -2.80  -2.50
C  2.60  -2.95  -2.68
N  3.39  -2.00  -3.19
C  3.21  -4.34  -2.51
H  3.17  -1.03  -3.31
H  4.40  -2.16  -3.18
H  2.90  -4.85  -1.59
H  4.28  -4.25  -2.67
H  2.86  -4.92  -3.37
O  -1.47  1.70  -0.89
C  -0.83  2.48  -1.54
N  0.52  2.53  -1.69
C  -1.61  3.53  -2.25
H  0.93  3.36  -2.03
H  1.16  1.86  -1.25
H  -2.43  3.97  -1.67
H  -2.14  2.99  -3.05
H  -0.93  4.25  -2.67
O  -1.89  2.92  6.02
C  -1.19  1.93  6.15
N  0.12  2.03  6.45
C  -1.61  0.55  5.91
H  0.50  1.15  6.68
H  0.58  2.95  6.45
H  -0.89  -0.17  6.18
H  -2.03  0.35  4.90
H  -2.46  0.23  6.46

These are the Löwdin partial charges, in e, on atoms 1 to 2: atom 1 (C): -0.351, atom 2 (O): -0.009